No. 1
Computed, not measured: a single C6H12BN molecule, with wB97M-V/def2-TZVPD.

XYZ file:
```
20
Properties=species:S:1:pos:R:3:forces:R:3:lowdin_charge:R:1
C -0.9393 1.1491 1.7574 -1.7983 -0.2317 0.0654 -0.164
C 0.0967 1.8950 0.8321 2.1889 -4.8570 2.6550 -0.069
B 0.3429 0.8294 -0.3624 -1.8698 -3.4809 2.0270 -0.237
C 1.3354 0.1999 -1.3841 0.0847 0.4842 0.7949 -0.135
C 0.6627 -1.0459 -1.9517 -1.2766 1.5287 0.7470 -0.167
C -0.1984 -1.6162 -0.7695 1.2609 1.1369 -0.4783 -0.152
N -0.5262 -0.3917 -0.0473 0.3380 2.8490 -0.7530 -0.054
C -1.1571 -0.3174 1.2427 1.0345 1.2361 0.1815 -0.202
H -0.6919 1.0272 2.8422 0.2614 0.6961 -0.9308 0.105
H -1.9672 1.6236 1.7562 1.1933 -0.1419 -0.1176 0.111
H 0.9802 2.0276 1.5596 -0.7063 0.0142 -1.6834 0.124
H -0.1659 2.7830 0.4757 -1.4033 3.9487 -1.0738 0.024
H 1.8234 0.8120 -2.0939 0.4271 0.6194 -1.0344 0.078
H 2.1317 -0.1486 -0.7253 0.3770 0.0236 0.3174 0.114
H -0.0028 -0.6262 -2.7529 0.5492 -1.1976 0.2977 0.127
H 1.4863 -1.6461 -2.2351 0.1316 -1.2571 -1.0104 0.089
H -0.9420 -2.3310 -1.1332 -0.5891 0.6193 0.2591 0.113
H 0.4085 -2.1379 -0.0502 0.7177 -0.9196 0.0428 0.109
H -0.7800 -0.9967 1.9800 1.0379 -0.7577 0.2997 0.101
H -2.1771 -0.5393 1.2849 -1.9587 -0.3129 -0.6057 0.086
```
Positions in Å, forces in eV/Å.

Summary:
orbital gap = 9.3 eV
net charge = 0
ΔE to the lowest compared entry with this formula, charge and spin = 1.2962 eV
SMILES = C1CB2CCCN2C1
E_HOMO = -0.3153 Eh

No. 2
Computed, not measured: C6H12BiOP as an isolated structure, with wB97M-V/def2-TZVPD.

XYZ file:
```
21
Properties=species:S:1:pos:R:3:forces:R:3:lowdin_charge:R:1
C -0.2755 0.1698 -2.4900 0.4257 1.6232 1.6411 -0.222
C -1.1083 1.1649 -1.7874 2.5226 1.7174 -1.6554 -0.312
C -0.2089 2.1268 -1.0995 0.6081 -1.0276 -2.7694 -0.281
C 1.1928 1.6955 -1.3692 -2.0600 0.0509 -3.1846 -0.301
C 1.1391 0.4874 -2.2115 -0.9521 2.9793 -0.6659 -0.297
Bi 0.0912 -0.0037 -0.0168 -0.2106 -3.0839 3.6364 1.296
P 0.0599 -2.5637 0.3319 -0.1592 0.2240 -0.6357 0.447
H -0.6447 -0.7411 -2.9801 0.1990 0.6560 0.0848 0.095
H -2.1892 1.1963 -1.7582 0.2079 -0.1762 0.1251 0.087
H -0.5117 2.9510 -0.4452 0.1171 -0.4131 -0.4290 0.092
H 2.0075 -0.0709 -2.5606 -0.4096 0.1194 0.2714 0.093
H 2.0830 2.1943 -1.0085 -0.1526 -0.2579 0.0648 0.089
H 1.2755 -3.1129 -0.1955 -0.9340 -0.9350 0.4801 -0.119
H -1.0960 -3.0786 -0.3425 0.7808 -1.0025 0.4266 -0.125
H -0.0311 -2.7068 1.7350 0.1344 -0.7343 -0.3422 -0.128
C -0.6867 0.1555 2.7706 1.0296 0.9216 2.8279 -0.245
O 0.6713 0.2138 2.2668 -0.1154 -0.7989 0.4261 -0.419
H -1.2532 1.0189 2.3591 0.4880 -0.7500 0.1848 0.066
H -0.4201 0.3438 3.8521 -1.5508 -0.2850 -0.4933 0.094
H -1.2324 -0.7878 2.6101 0.4312 0.4321 -0.0802 0.046
H 1.1374 -0.6527 2.3394 -0.4000 0.7404 0.0865 0.046
```
Positions in Å, forces in eV/Å.

Summary:
orbital gap = 4.8 eV
net charge = 0
E_HOMO = -0.1613 Eh

No. 3
Computed, not measured: a 3-piece molecular cluster, C6H12Br6 overall, with wB97M-V/def2-TZVPD.

XYZ file:
```
24
Properties=species:S:1:pos:R:3:forces:R:3:lowdin_charge:R:1
Br 3.8918 -5.6515 8.8863 -0.4174 -0.4039 0.0302 0.584
C 2.1050 -5.6845 8.0942 0.1799 2.9543 -0.9015 -0.645
C 1.7297 -4.1899 7.7753 0.1595 0.4105 -0.2688 -0.643
Br 2.9311 -3.3693 6.3739 -0.5417 -0.5580 0.7850 0.516
H 1.3743 -6.0955 8.7908 0.2621 -0.3001 -0.3149 0.061
H 2.1867 -6.0732 7.0791 -0.1057 -0.9614 0.5521 0.043
H 1.7367 -3.4730 8.5963 0.5006 -0.4058 0.2026 0.043
H 0.7531 -4.0230 7.3208 -0.0368 -0.7334 -0.0876 0.040
Br -0.5365 3.2140 -7.8651 0.6008 0.1597 0.4239 0.610
C -2.2890 2.4490 -8.0014 -0.1415 0.4246 -0.0190 -0.712
C -3.0050 3.1040 -9.1712 -0.4654 -0.4821 -0.3427 -0.684
Br -2.0907 2.7405 -10.8858 -0.5299 0.0076 0.4939 0.561
H -2.8106 2.6439 -7.0644 -0.0196 0.2422 -0.0933 0.059
H -2.1450 1.3694 -8.0430 -0.1972 0.1615 -0.5395 0.057
H -3.1352 4.1858 -9.1419 0.6314 -0.0852 0.3962 0.052
H -4.0311 2.7401 -9.2223 0.1232 -0.4284 -0.3158 0.057
Br -1.4336 1.6702 -0.4385 0.7674 0.4163 0.1511 0.554
C 0.3303 2.3793 0.1083 0.7602 -0.7015 0.5153 -0.665
C 0.8521 1.6844 1.4222 -0.8192 0.5277 -1.1238 -0.680
Br -0.4364 2.0316 2.8112 -0.0706 0.0115 0.5512 0.592
H 0.3110 3.4655 0.1961 -0.5265 -0.1651 0.3089 0.053
H 0.9966 2.1928 -0.7339 -0.0330 -0.3627 0.0982 0.046
H 1.7954 2.0881 1.7899 -0.0707 0.0755 -0.3638 0.052
H 0.9194 0.6010 1.3231 -0.0099 0.1960 -0.1380 0.050
```
Positions in Å, forces in eV/Å.

Summary:
orbital gap = 10.5 eV
net charge = 0
ΔE to the lowest compared entry with this formula, charge and spin = 1.0517 eV
SMILES = BrCCBr.BrCCBr.BrCCBr
E_HOMO = -0.3668 Eh

No. 4
Computed, not measured: a 2-piece molecular cluster, C6H12BrF overall, with wB97M-V/def2-TZVPD.

XYZ file:
```
20
Properties=species:S:1:pos:R:3:forces:R:3:lowdin_charge:R:1
C 1.4532 1.1835 -0.8275 -1.1507 1.0144 -2.1481 -0.065
C 0.8819 1.2477 1.5937 -2.3332 2.3048 1.4656 -0.077
C -1.2484 -1.5693 0.8210 -0.4528 3.0055 -1.0213 -0.119
C -0.8797 -0.9501 -1.6624 -0.9828 -3.1767 1.5609 -0.154
C 0.9201 0.5179 0.3460 -3.5987 -3.5455 -1.2488 -0.488
C -1.0579 -0.4449 -0.2541 2.8013 -0.0739 1.7473 -0.799
F 1.5078 -0.7324 0.5238 0.7005 0.4252 0.0832 -0.033
Br -2.1814 1.0175 -0.0251 -1.2191 0.9565 -0.1063 0.739
H 1.4604 0.4628 -1.6856 0.8324 0.5812 0.8463 0.087
H 0.7701 2.0366 -1.2563 1.2693 -1.3139 1.3655 0.129
H 2.4124 1.5647 -0.4545 0.2242 0.1649 -1.0405 0.093
H 0.2200 0.7808 2.3638 1.2184 -0.2940 -0.2869 0.092
H 0.2271 2.2077 1.4682 1.6340 -1.2698 -0.2195 0.105
H 1.9221 1.5054 1.9145 -0.9372 -0.1838 0.1069 0.106
H -1.9684 -2.2203 0.4227 -0.7437 -1.4660 -0.5441 0.058
H -1.7022 -1.1590 1.7086 0.1080 0.2411 0.4273 0.055
H -0.3082 -1.9869 1.0400 1.0151 -0.8809 0.1573 0.053
H -1.7498 -1.3358 -2.2652 0.1744 0.6707 1.0610 0.102
H -0.4178 -0.2462 -2.2306 1.4903 1.9135 -1.8475 0.011
H -0.2614 -1.8796 -1.5410 -0.0499 0.9268 -0.3583 0.104
```
Positions in Å, forces in eV/Å.

Summary:
orbital gap = 8.7 eV
net charge = 0
ΔE to the lowest compared entry with this formula, charge and spin = 2.2063 eV
E_HOMO = -0.2922 Eh

No. 5
Computed, not measured: a 2-piece molecular cluster, C6H12BrNO3 overall, with wB97M-V/def2-TZVPD.

XYZ file:
```
23
Properties=species:S:1:pos:R:3:forces:R:3:lowdin_charge:R:1
C 0.8593 1.6206 0.6696 0.3746 -1.0041 2.3072 -0.061
C -1.6659 1.4576 0.9948 -0.5981 2.3210 -0.4610 -0.027
C 0.9236 -0.7256 -2.0246 1.5146 -2.8872 0.3524 -0.024
C -0.4604 1.0444 0.1346 -0.9272 -1.6312 1.8749 -0.322
C -0.2878 -1.1024 -1.1495 -1.1792 -1.3340 0.9330 -0.343
C -0.3854 -0.4130 0.1918 2.2603 0.3271 -3.9753 -0.016
N -0.2886 -1.0982 1.3763 0.7759 -0.7407 3.1188 -0.346
O -0.1842 -0.4164 2.3979 -0.3684 -0.5551 -0.5016 0.089
O -0.2298 -2.3201 1.3542 -0.5070 -0.1750 0.2827 0.068
O -0.3562 -2.4904 -1.2333 -0.1033 -2.1220 1.0013 -0.047
Br 2.9421 -1.1256 0.9989 -0.6709 0.0164 -0.2977 -0.093
H 1.7612 1.1039 0.3340 -0.4000 -0.4105 0.4433 -0.009
H 0.8755 1.8643 1.8123 -0.1810 -1.1222 -2.1256 0.140
H 0.9395 2.5173 0.2314 0.1773 3.7845 -1.6487 0.036
H -2.4819 1.9000 0.3657 0.8538 -0.1828 0.4741 0.107
H -1.3044 2.1925 1.7170 -0.4160 0.0042 -0.0360 0.092
H -2.1164 0.6833 1.5303 -0.5919 -1.2523 0.9104 0.056
H 1.9283 -1.2647 -1.7660 -2.1981 0.5846 0.6151 0.100
H 0.8243 -1.0256 -3.0385 -0.9856 -0.5810 -0.8895 0.074
H 1.2182 0.2329 -2.1150 0.4087 3.7214 0.3363 0.034
H -0.8389 1.2569 -0.8390 1.0832 0.5682 -1.1602 0.134
H -1.3545 -0.8002 -1.5376 1.6271 0.2841 -0.0495 0.214
H -0.3178 -3.0915 -0.4055 0.0511 2.3864 -1.5042 0.146
```
Positions in Å, forces in eV/Å.

Summary:
orbital gap (spin up / spin down) = 4.7 / 4.6 eV
net charge = 0
ΔE to the lowest compared entry with this formula, charge and spin = 3.8188 eV
E_HOMO (spin up / spin down) = -0.3153 / -0.3136 Eh

No. 6
Computed, not measured: a 2-piece molecular cluster, C6H12Cl overall, with wB97M-V/def2-TZVPD.

XYZ file:
```
19
Properties=species:S:1:pos:R:3:forces:R:3:lowdin_spin:R:1
Cl 1.1356 2.0058 -4.4850 0.0287 -0.7454 -0.3161 0.001
H 1.0855 3.1508 -3.9728 -0.0335 0.7360 0.3351 0.000
C -0.0399 1.1406 0.4664 0.0631 2.0248 0.2382 0.647
C -1.1877 0.4995 -0.2103 0.0336 -0.4801 -0.3817 0.090
C -1.4625 -0.9192 0.3558 -0.1245 -0.3106 -0.0984 0.019
C -0.3849 -1.3388 1.3521 -0.0991 0.5599 0.5786 0.018
C 1.0557 -1.0650 0.9282 0.1198 -0.3247 -0.0429 0.019
C 1.2093 0.3607 0.3345 0.0817 -0.4829 -0.3708 0.090
H 0.0223 2.2606 0.4779 -0.0961 -1.1678 0.1250 0.034
H -2.1060 1.1054 -0.2713 0.4731 -0.1783 0.0473 0.000
H -0.7812 0.3392 -1.2302 -0.5857 0.1944 -0.1010 0.035
H -2.4382 -0.9181 0.8638 0.2629 -0.1410 -0.1236 0.001
H -1.5092 -1.6668 -0.4441 -0.1650 0.2134 -0.0571 0.000
H -0.5388 -0.6736 2.1991 -0.1186 -0.1460 0.4847 0.011
H -0.5227 -2.3703 1.6956 0.0357 0.1676 -0.1144 0.000
H 1.7109 -1.1585 1.8068 -0.1977 -0.1143 -0.2283 0.001
H 1.3601 -1.8330 0.2080 0.1958 0.1925 0.0249 0.000
H 1.2670 0.2205 -0.7647 0.5895 0.1264 0.1661 0.035
H 2.1246 0.8603 0.6903 -0.4637 -0.1241 -0.1656 0.000
```
Positions in Å, forces in eV/Å.

Summary:
⟨S²⟩ = 0.75
orbital gap (spin up / spin down) = 8.3 / 11.2 eV
net charge = 0
ΔE to the lowest compared entry with this formula, charge and spin = 0.4127 eV
spin multiplicity = 2
E_HOMO (spin up / spin down) = -0.2717 / -0.3948 Eh

What max |F| values result from the calculations? In sequence: 6.0; 4.8; 3.1; 5.2; 4.6; 2.0 eV Å⁻¹.